Here is C2H4CuF3O4S as an isolated structure from OMol25. Energies are from ωB97M-V/def2-TZVPD.

Summary:
2S+1   1
HOMO   -9.6076 eV
HOMO-LUMO gap   7.73 eV
Energy   -2717.64768 hartree

Geometry (Å):
Cu  -3.049  -0.005  0.435
O  -1.253  -1.112  0.834
S  -0.519  -0.788  -0.654
O  -1.760  -0.221  -1.271
O  -0.067  -2.148  -1.008
C  0.624  0.165  -1.815
F  0.506  1.477  -1.589
F  1.902  -0.192  -1.694
F  0.294  -0.045  -3.093
H  -0.271  -1.128  1.610
O  0.859  -0.333  0.916
C  0.728  0.865  1.679
H  -0.016  1.547  1.242
H  0.292  0.619  2.658
H  1.730  1.300  1.750